This record from OMol25 describes the molecule C3H5N3O. The level of theory is ωB97M-V with the def2-TZVPD basis set.

XYZ file:
```
12
Properties=species:S:1:pos:R:3:forces:R:3:mulliken_charge:R:1
O -2.750 0.820 -0.079 0.4 0.4 -0.3 -0.50
C -1.695 -0.040 0.189 0.4 -0.1 0.1 -0.31
C -0.170 0.336 -0.027 1.1 -0.4 0.1 0.61
N 0.449 1.316 -0.549 0.5 -0.8 0.2 -0.41
N 2.373 0.416 -0.316 -1.2 -0.1 0.2 -0.45
C 1.837 -0.615 0.254 -0.4 -0.2 0.1 0.04
N 0.545 -0.759 0.456 -0.3 0.0 0.0 -0.54
H -2.890 0.890 -1.030 0.1 0.0 0.1 0.32
H -1.768 -0.997 -0.350 0.1 0.3 0.0 0.29
H -1.740 -0.278 1.256 0.2 0.1 -0.2 0.30
H 3.404 0.382 -0.419 -1.0 0.7 -0.2 0.25
H 2.405 -1.471 0.616 0.4 0.2 -0.1 0.40
```
Forces are in eV/Å.

Calculated values
LUMO (alpha / beta) = -1.43 / -1.43 eV
total energy = -356.68937 hartree
Kohn-Sham gap (alpha / beta) = 8.010 / 8.010 eV
HOMO energy (alpha / beta) = -9.4 / -9.4 eV
energy relative to the best compared isomer or geometry (same formula, charge and spin) = 4.572 eV
charge = 0

***

This record from OMol25 describes the molecule C2H4N4O. The level of theory is ωB97M-V with the def2-TZVPD basis set.

XYZ file:
```
11
Properties=species:S:1:pos:R:3:forces:R:3:mulliken_charge:R:1
H 2.101 -0.301 -0.386 1.2 -0.2 0.2 0.29
N 1.546 -0.463 -1.214 -0.3 0.7 0.4 -0.63
C 0.417 -0.036 -0.837 -0.8 -1.0 0.8 0.38
C -0.865 -0.188 -1.495 -3.1 0.3 -0.3 -0.16
N -1.867 0.039 -0.670 1.1 -0.3 -1.7 -0.23
O -1.425 0.428 0.535 1.1 -0.1 -0.8 -0.14
N 0.043 0.518 0.431 -0.6 -0.6 1.7 0.19
N 0.579 0.123 1.682 0.1 2.7 0.9 -0.61
H -1.172 -0.484 -2.552 1.0 0.3 1.8 0.35
H 0.136 -0.670 2.205 0.0 0.8 -1.3 0.27
H 0.507 1.034 2.302 0.3 -2.7 -1.5 0.29
```
Forces are in eV/Å.

Calculated values
LUMO = 0.34 eV
total energy = -372.71744 hartree
Kohn-Sham gap = 9.657 eV
SMILES = [H]/N=c1/cnon1N
HOMO energy = -9.3 eV
energy relative to the best compared isomer or geometry (same formula, charge and spin) = 4.977 eV
charge = 0

***

Which of these has the highest total energy? C3H5N3O